1.
13
Properties=species:S:1:pos:R:3:forces:R:3 method="wB97M-V/def2-TZVPD" smiles="[NH2+]=C1CCSN1" homo_lumo_gap_ev=9.50 total_charge=+1 e_tot_ev=-17032.571 spin_multiplicity=1
S 0.20448 2.03332 1.03203 -0.153 -1.630 -0.245
N 0.84158 -0.95265 -1.50817 2.033 1.071 0.312
N 0.88440 1.13124 -0.35635 1.853 1.934 -0.242
C -0.63296 -0.47995 0.35266 -1.301 -2.907 -1.643
C 0.43382 -0.04571 -0.57682 -0.137 -1.911 -0.644
C -1.09111 0.55954 1.29592 1.395 2.616 0.426
H -1.54231 -0.77024 -0.23704 0.826 0.075 0.019
H 0.55489 -1.90466 -1.33222 -0.204 0.047 -0.120
H 1.84263 -0.91222 -1.84496 -1.753 0.157 0.301
H 1.73776 1.53923 -0.85171 -1.694 -0.729 0.876
H -0.98663 0.12351 2.29499 -0.594 0.996 0.074
H -1.96380 1.19423 0.99762 0.247 -1.608 0.686
H -0.28276 -1.51565 0.73405 -0.517 1.890 0.199



2.
15
Properties=species:S:1:pos:R:3:forces:R:3 method="wB97M-V/def2-TZVPD" smiles=C[C@@]1(S)[C@H](S)[C@@H]1S homo_lumo_gap_ev=9.63 e_tot_ev=-36781.103 spin_multiplicity=1
S 1.27325 -0.69276 -2.24858 -1.948 -1.403 -0.292
S 1.06322 -1.80458 1.31988 1.612 -1.312 -1.884
S -1.92129 -1.03891 -0.04462 0.990 1.044 -0.407
C -0.94249 1.58972 0.47174 1.784 -1.344 3.541
C 0.77013 -0.19931 0.61955 2.370 -0.717 1.251
C -0.48681 0.15414 0.04307 -4.787 1.614 0.384
C 0.63935 0.19039 -0.81686 2.650 1.434 -3.151
H -1.45621 1.30221 1.43578 -0.097 1.010 -0.959
H 1.26598 0.58151 1.17123 -0.030 -0.034 0.506
H -1.57730 2.05348 -0.22305 -0.823 0.745 -0.804
H -1.43557 -1.83311 0.90449 0.085 -0.269 0.172
H -0.04607 2.28461 0.86390 -1.805 -1.560 -1.441
H 0.92389 1.26931 -1.04037 -0.130 -1.494 0.593
H 0.09833 -1.39179 -2.69206 1.511 0.961 0.805
H 1.83159 -2.46491 0.23589 -1.382 1.324 1.686



3.
11
Properties=species:S:1:pos:R:3:forces:R:3 method="wB97M-V/def2-TZVPD" smiles="N#CC(C#N)([N+](=O)[O-])[N+](=O)[O-]" homo_lumo_gap_ev=9.84 e_tot_ev=-17252.348 spin_multiplicity=1
O -2.02763 0.28784 1.07132 -1.400 0.467 2.074
O 1.05953 -0.81245 -1.91452 -0.123 -0.100 -0.536
O -1.96956 -0.36702 -0.97035 -1.266 -0.901 -2.139
O 0.45987 -2.21704 -0.37108 -0.313 0.561 -0.174
N 0.58725 -1.11712 -0.85745 0.876 0.202 0.467
N 1.54978 -0.09193 2.19688 -1.003 0.384 -1.073
N -1.56710 -0.07137 0.07296 3.643 0.235 0.580
N -0.04336 2.46382 -0.74359 0.085 1.399 -0.413
C 0.87710 0.03647 1.26064 1.838 -1.328 3.360
C 0.25704 1.40333 -0.46424 0.000 -1.095 -0.649
C 0.21431 0.05596 0.04460 -2.336 0.176 -1.497



4.
11
Properties=species:S:1:pos:R:3:forces:R:3 method="wB97M-V/def2-TZVPD" homo_lumo_gap_ev=9.77 e_tot_ev=-10248.444 spin_multiplicity=1
O 2.36314 0.44661 -0.21099 -0.027 0.127 0.106
O -2.26099 0.60944 0.04602 0.080 0.144 0.034
N -0.71924 -1.09091 -0.34883 -0.062 -0.025 0.000
N 0.06240 0.93532 0.14450 -0.185 -0.210 -0.065
C 0.64946 -1.32688 -0.43606 -0.159 0.309 0.039
C 1.09720 -0.01009 -0.03581 0.009 -0.104 -0.186
C -0.99288 0.21517 -0.04844 0.202 -0.077 0.012
H 2.40123 1.32391 0.19425 0.044 -0.109 -0.060
H -1.42538 -1.80574 -0.44340 0.122 0.110 0.018
H 1.07724 -0.85015 0.87354 0.015 -0.044 0.132
H -2.25219 1.55332 0.26523 -0.040 -0.121 -0.030



5.
19
Properties=species:S:1:pos:R:3:forces:R:3 method="wB97M-V/def2-TZVPD" homo_lumo_gap_ev=9.36 e_tot_ev=-12316.564 spin_multiplicity=1
O 1.49334 1.83444 0.62934 -0.487 -0.464 -0.457
N 0.91530 -0.93289 1.78768 0.636 -0.192 0.015
N -1.49507 -1.35906 -0.55363 0.016 -0.070 0.104
N -0.80037 0.48744 0.66355 0.559 -1.270 0.872
N -2.59307 0.62532 -0.92298 0.005 0.001 -0.098
C 1.12525 0.53944 -1.38457 -0.597 0.020 0.071
C -1.70243 -0.01416 -0.27123 -0.006 0.141 0.107
C 1.14931 0.75331 0.10710 1.586 1.041 0.097
C 1.70673 -0.36691 0.96242 -1.049 -0.514 0.562
H 2.14817 0.38739 -1.72996 0.081 0.040 0.059
H 1.28668 -1.58053 2.47492 0.213 0.086 -0.099
H -2.58908 1.61861 -0.71137 0.049 -0.066 0.089
H -0.26402 -0.29651 1.48846 -0.979 1.246 -1.315
H 0.52492 -0.32943 -1.65197 0.056 -0.008 -0.046
H -0.98489 1.43800 0.95139 -0.020 -0.033 0.022
H 0.71612 1.42477 -1.86904 0.051 0.013 0.005
H -2.23798 -1.76378 -1.10311 0.024 0.041 0.061
H 2.78273 -0.53381 0.91744 -0.078 -0.030 0.015
H -1.18169 -1.93164 0.21556 -0.059 0.019 -0.062



6.
118
Properties=species:S:1:pos:R:3:forces:R:3 method="wB97M-V/def2-TZVPD" homo_lumo_gap_ev="4.22 / 3.61" total_charge=-2 e_tot_ev=-102135.960 spin_multiplicity=3
Mo -0.21900 -0.73551 -0.24355 -1.221 0.652 -0.042
S -0.37226 8.46439 -1.80843 -0.466 0.081 -0.472
P -1.85285 -1.48465 -2.95481 -0.457 0.407 1.421
O 1.03027 -1.65881 -1.41248 1.847 -1.880 -0.563
O 0.08984 0.49967 2.61956 -0.852 -0.048 -0.188
O -1.19947 9.37987 -1.04069 -0.402 -0.044 -0.436
O -4.23779 -4.41737 -4.30921 -0.100 -0.739 0.689
O -1.08438 7.61544 -2.77281 0.818 0.901 0.651
O 0.90769 9.04564 -2.19926 -0.213 0.076 -1.033
O -1.55123 -4.65559 -1.59125 1.677 0.259 -0.922
N -0.57177 -1.79601 1.05204 -0.108 -0.244 1.594
N 0.87190 1.18818 -0.05797 0.318 0.917 -0.581
N 0.77987 8.12686 0.44657 0.285 0.363 0.436
N 0.29975 6.08339 -0.70277 0.913 1.040 1.599
C -1.41086 1.40776 -5.83384 -0.226 -0.601 0.104
C -4.62636 -0.92801 -3.27035 -1.478 1.075 -0.152
C 2.55197 -3.18571 -0.14403 0.284 -0.009 0.831
C -3.28596 -3.80274 -4.31595 0.755 2.511 -1.225
C -5.74128 0.66838 -1.77662 0.214 0.516 0.383
C -2.37884 0.01322 -0.43717 0.410 -0.311 0.880
C 0.29476 7.41362 -0.56123 -0.409 -1.288 -0.162
C -3.28627 0.39646 -1.61571 0.621 0.766 0.000
C 0.89826 5.46293 0.35307 -0.927 -0.031 -0.358
C 1.54667 -1.99247 6.29784 1.676 0.052 0.063
C 3.11482 -3.02852 2.21191 0.688 -0.027 0.785
C 4.83452 -1.20953 -3.09128 0.354 -0.084 -0.225
C -2.28924 3.43034 4.33295 -0.322 0.289 -0.766
C -0.43977 -4.46772 -1.06052 -0.784 0.100 1.562
C 1.81890 -2.89774 -1.45066 -1.731 1.644 1.195
C 1.34320 7.50649 1.45079 -0.195 -0.686 0.137
C -0.03365 1.63775 -5.80343 -0.512 -0.259 0.343
C 0.50111 -1.62285 5.47888 -1.408 0.258 -0.213
C -2.04703 1.08534 5.68486 0.728 0.271 -0.454
C 2.83793 -1.43854 6.13123 -1.564 0.291 -0.190
C 3.47707 -4.21534 -0.21249 0.024 -0.699 0.005
C 3.86545 -2.73208 -4.66152 0.554 0.189 -0.556
C -1.69268 2.32755 3.74885 0.960 -0.150 -1.226
C -0.37594 -4.46099 0.40051 -0.700 -0.174 0.875
C -4.58944 0.87231 -1.09959 -1.490 0.087 0.414
C -5.76732 -0.16227 -2.91044 0.095 -1.374 -1.830
C -2.88276 3.35375 5.57336 0.517 0.294 0.447
C -1.99569 0.46212 -4.99715 -0.197 0.498 -0.210
C 1.56732 1.76877 0.94857 -0.139 -0.628 -0.216
C 2.91165 -2.53922 -2.44819 0.724 -0.678 -0.346
C 0.19897 3.37100 -0.77485 0.155 0.344 0.473
C -1.53744 -4.36047 1.17742 1.623 -0.162 0.030
C -1.41103 1.16126 4.42902 -1.096 -0.858 0.385
C 2.46217 -2.53438 1.09079 -0.108 0.311 -0.551
C 1.41479 6.09048 1.46461 0.187 1.469 0.160
C -1.19857 -0.20673 -4.07081 1.068 -0.711 -0.746
C 3.97699 -1.65448 -2.09861 -0.932 0.005 -0.220
C 4.22064 -4.63987 0.86949 0.512 0.144 1.114
C 4.79934 -1.73297 -4.39104 -0.471 -0.218 0.170
C 0.86814 4.00610 0.27773 0.876 -2.459 0.290
C 1.59334 3.14043 1.14759 -0.616 0.655 -0.185
C -2.28307 -2.82282 -4.49159 0.142 -0.885 -0.762
C 2.94708 -3.13247 -3.70853 -0.456 -0.060 -0.008
C 0.54943 -0.48295 4.65566 1.229 -0.834 0.396
C 2.95225 -0.33034 5.30101 -0.247 0.216 -0.638
C 0.79603 0.90571 -4.96978 -1.088 -0.772 0.278
C 1.82377 0.14860 4.61171 -0.287 -0.037 0.494
C 4.05355 -4.06334 2.14163 -0.877 0.174 -1.323
C -2.69511 2.17044 6.27897 -0.520 -0.426 0.341
C -1.54201 -3.50605 2.32715 -0.052 0.583 1.881
C 0.89230 -4.16482 -1.80991 -0.541 0.858 -0.342
C 0.20005 -0.03097 -4.10786 0.356 0.561 0.239
C -1.56441 -1.11874 3.21164 0.516 0.854 -0.656
C 0.27957 2.00979 -0.95070 0.402 0.594 1.071
C -3.42193 -0.69588 -2.63874 0.174 -1.487 -0.278
C -0.57299 -0.01425 3.70363 1.061 1.190 -0.601
C -1.06651 -2.17464 2.24814 -0.709 -1.256 -1.175
H -6.67677 1.15474 -1.49680 0.224 -0.114 0.268
H 4.63184 -4.40854 2.99084 -0.177 0.084 0.008
H 1.86748 0.99307 -5.02919 0.184 0.220 0.204
H 1.94538 -1.58677 1.21357 -0.392 -0.355 -0.037
H -1.44803 2.33719 2.68226 0.487 0.269 0.385
H -0.11090 1.58970 -1.84859 -0.632 -0.540 -0.385
H 2.15430 1.08353 1.56894 -0.619 0.357 -0.035
H 5.47749 -1.37016 -5.16319 -0.129 -0.119 0.226
H 0.38500 2.41770 -6.37970 0.350 0.636 -0.801
H 0.84021 -0.54258 -3.37561 -0.385 -0.094 -0.387
H 1.83131 5.53831 2.29548 -0.021 0.078 -0.063
H -2.49278 -2.09127 -5.32336 -0.431 -0.985 0.764
H -2.92657 -0.81924 0.12548 0.678 0.916 -0.654
H -2.27010 4.34268 3.74481 -0.504 0.016 0.065
H -2.46201 -4.85993 0.91691 -0.142 0.158 -0.382
H 3.60475 -4.72218 -1.15749 0.159 -0.090 -0.147
H -2.41284 0.91155 0.21568 0.267 -0.417 0.069
H -2.03675 -1.68472 3.97839 -0.806 -0.024 0.948
H -4.60164 1.46171 -0.17930 0.155 -0.136 -0.224
H 1.41433 -2.69538 7.10910 -0.112 -0.535 -0.329
H -2.08882 -3.75927 3.29025 0.363 0.248 -1.484
H -0.43303 3.97268 -1.38824 -0.006 0.225 -0.712
H 4.12975 -1.25880 -1.07875 -0.515 -0.330 -0.625
H -1.32369 -3.33342 -4.72688 -0.482 0.370 0.538
H -3.44635 4.20471 5.97051 0.380 -0.330 0.068
H -2.27127 -0.47087 2.63131 0.132 -0.871 0.458
H 3.80995 -3.23400 -5.62958 0.232 0.305 0.122
H -2.89018 1.33090 -2.10734 0.534 -0.532 0.022
H 1.46809 -5.07455 -1.73128 0.425 -0.307 0.036
H 1.95144 1.05386 4.03742 -0.242 -0.063 -0.277
H 2.91256 -2.55516 3.17220 0.115 0.101 -0.174
H 0.58131 -4.06385 -2.83692 -0.052 0.092 -0.521
H -6.67251 -0.25674 -3.52607 0.322 -0.062 0.434
H -3.06800 2.08371 7.31023 -0.049 -0.123 -0.570
H 5.57392 -0.45056 -2.84358 -0.062 -0.155 -0.013
H 0.57487 -4.44899 0.97115 -0.593 0.767 -0.798
H 2.25175 -3.92809 -4.02613 0.237 0.614 0.512
H 4.98231 -5.40351 0.77254 -0.094 -0.148 -0.275
H 3.68242 -1.87832 6.61327 0.409 -0.042 0.502
H 3.91893 0.18085 5.12866 -0.612 -0.413 0.213
H -3.08967 0.29575 -5.06589 0.783 0.070 0.314
H -2.08974 1.87825 -6.53253 0.327 0.456 -0.090
H 1.66763 8.19823 2.24377 0.135 -0.789 -0.068
H -4.80474 -1.63526 -4.10876 0.513 0.317 0.565
H -0.40686 -2.25903 5.47841 0.430 0.644 0.229
H 2.06464 3.51215 2.06415 0.118 -0.153 -0.615
H -2.04491 0.13379 6.15845 0.237 -0.594 0.828



Across the entries above, energy relative to the best compared isomer or geometry (same formula, charge and spin) takes the values 1.000; 2.147; 0.000; 3.821; 1.971; 7.774 eV, respectively.